# 1
Density functional theory data (ωB97M-V with the def2-TZVPD basis set) for a structure of composition C17H12FeN2O5 in a non-equilibrium geometry.

Summary:
HOMO energy (spin up / spin down)	-0.218 / -0.344	Ha
energy	-65418.8461	eV
E_LUMO (spin up / spin down)	-1.1 / -2.3	eV
multiplicity	5

Each line ends with the Mulliken spin population.
Atoms and positions in Å:
C1 0.377 -1.634 0.158  0.011
C2 -0.189 -2.805 0.834  -0.006
N1 -0.586 -3.724 1.442  0.012
C3 0.076 -1.747 -1.402  -0.016
C4 0.959 -1.199 -2.379  0.010
C5 0.573 -1.016 -3.706  0.002
C6 -0.690 -1.474 -4.114  0.002
N2 -1.215 -1.101 -5.395  0.000
O1 -2.365 -1.491 -5.705  0.000
O2 -0.516 -0.398 -6.162  0.000
C7 -1.492 -2.213 -3.240  -0.001
C8 -1.073 -2.389 -1.910  0.003
H1 1.484 -1.698 0.202  0.001
H2 1.964 -0.883 -2.086  0.000
H3 1.174 -0.465 -4.422  0.000
H4 -2.461 -2.566 -3.595  0.000
H5 -1.699 -3.017 -1.278  0.000
O3 -2.329 3.199 2.821  -0.024
C9 -1.271 2.788 2.593  -0.030
Fe1 0.438 2.386 2.211  2.748
C10 0.300 3.536 0.759  0.101
O4 0.114 4.426 0.036  0.017
C11 0.917 3.684 3.286  -0.025
O5 1.082 4.704 3.831  0.075
C12 -0.143 -0.338 0.855  -0.012
C13 -0.580 -0.369 2.394  0.047
C14 0.069 0.721 3.241  0.399
C15 1.479 0.897 3.121  0.012
C16 1.905 0.935 1.779  0.081
C17 0.899 0.783 0.788  0.581
H6 -1.058 -0.084 0.279  -0.004
H7 -1.666 -0.201 2.454  -0.001
H8 -0.376 -1.340 2.869  0.011
H9 -0.372 0.918 4.222  0.015
H10 2.151 1.000 3.962  -0.005
H11 2.938 1.146 1.506  0.013
H12 1.181 1.027 -0.250  -0.015

Force components x, y, z for each atom (eV/Å):
C 0.508 -0.896 -1.319
C -0.481 -2.190 1.452
N 0.747 2.094 -1.475
C 0.012 0.018 -0.422
C -0.286 0.159 0.692
C -0.668 -0.208 0.053
C 0.401 -0.112 1.663
N -1.192 0.625 -3.120
O 2.254 0.686 0.805
O -1.129 -1.359 1.736
C 0.450 0.307 0.062
C -0.178 0.423 -0.037
H -0.539 0.034 0.444
H -0.393 0.137 0.045
H 0.090 -0.209 0.181
H 0.391 -0.071 0.202
H 0.104 0.372 0.109
O 1.971 -1.246 -0.211
C -4.985 2.300 0.386
Fe -1.016 -0.494 -1.287
C -0.517 3.361 -4.241
O 0.334 -1.988 1.878
C 2.162 6.172 4.507
O -0.534 -2.570 -1.482
C -0.661 1.601 0.960
C -0.536 -0.192 -0.532
C 0.449 -1.890 1.542
C 0.610 -1.681 -0.425
C 1.186 -1.754 0.199
C 0.814 -1.272 -2.744
H 0.520 0.135 0.265
H 0.211 -0.348 -0.136
H -0.040 0.155 -0.179
H 0.046 -0.544 -0.169
H 0.010 0.406 -0.020
H -0.195 0.111 0.090
H 0.080 -0.071 0.530

***

# 2
Density functional theory data (ωB97M-V with the def2-TZVPD basis set) for a structure of composition C32H46Cl2O4P4Sn in a non-equilibrium geometry.

Summary:
HOMO energy (spin up / spin down)	-0.406 / -0.440	Ha
energy	-110136.5798	eV
E_LUMO (spin up / spin down)	-8.2 / -7.1	eV
charge	+2

Each line ends with the Löwdin charge.
Atoms and positions in Å:
P1 -6.418 -1.407 0.153  1.131
C1 -6.256 -1.258 1.904  -0.394
C2 -7.256 -0.496 2.564  -0.092
H1 -7.904 0.149 1.973  0.110
C3 -7.415 -0.640 3.935  -0.066
H2 -8.208 -0.088 4.439  0.116
C4 -6.572 -1.497 4.653  -0.055
H3 -6.740 -1.651 5.716  0.114
C5 -5.506 -2.143 4.011  -0.076
H4 -4.817 -2.761 4.589  0.112
C6 -5.321 -2.019 2.640  -0.089
H5 -4.500 -2.512 2.119  0.097
C7 -5.971 0.017 -0.811  -0.384
C8 -5.564 1.227 -0.203  -0.113
H6 -5.247 1.220 0.840  0.099
C9 -5.620 2.407 -0.934  -0.092
H7 -5.360 3.355 -0.457  0.110
C10 -6.035 2.393 -2.271  -0.100
H8 -6.118 3.325 -2.824  0.108
C11 -6.324 1.180 -2.909  -0.090
H9 -6.618 1.164 -3.961  0.115
C12 -6.256 -0.010 -2.198  -0.098
H10 -6.489 -0.964 -2.674  0.113
C13 -5.967 -2.946 -0.593  -0.385
C14 -7.022 -3.856 -0.854  -0.072
H11 -8.016 -3.610 -0.475  0.111
C15 -6.773 -4.996 -1.605  -0.053
H12 -7.597 -5.673 -1.832  0.120
C16 -5.472 -5.257 -2.060  -0.048
H13 -5.288 -6.147 -2.667  0.118
C17 -4.416 -4.400 -1.730  -0.072
H14 -3.399 -4.644 -2.037  0.084
C18 -4.650 -3.231 -1.007  -0.099
H15 -3.835 -2.555 -0.731  0.079
Sn1 0.424 0.064 0.020  0.374
C19 0.039 0.912 -2.004  -0.197
C20 -1.123 0.875 -2.645  -0.324
H16 0.937 1.356 -2.438  0.010
C21 -2.357 0.136 -2.081  -0.344
O1 -2.579 -0.998 -2.958  -0.037
H17 -3.165 -1.627 -2.497  0.078
C22 -2.219 -0.385 -0.729  0.033
H18 -3.232 0.815 -2.074  0.132
C23 -1.466 -0.629 0.270  -0.225
Cl1 2.676 1.025 -0.489  0.028
Cl2 1.171 -0.861 2.136  0.093
P2 -0.327 2.293 1.237  0.745
C24 0.899 2.777 2.484  -0.242
H19 1.828 3.092 1.988  0.058
H20 1.115 1.922 3.139  0.036
H21 0.476 3.607 3.070  0.064
C25 -0.513 3.690 0.098  -0.235
H22 -1.401 3.531 -0.531  0.042
H23 0.374 3.760 -0.547  0.054
H24 -0.630 4.613 0.684  0.069
C26 -1.909 2.168 2.118  -0.229
H25 -1.972 1.198 2.629  0.055
H26 -2.744 2.251 1.408  0.041
H27 -1.963 2.983 2.857  0.069
P3 -1.287 1.556 -4.337  0.901
C27 0.120 2.557 -4.797  -0.156
C28 -2.773 2.554 -4.324  -0.157
H28 1.060 2.044 -4.555  0.071
H29 0.080 3.534 -4.295  0.081
H30 0.069 2.723 -5.883  0.082
H31 -3.637 1.954 -4.016  0.048
H32 -2.944 2.940 -5.336  0.082
H33 -2.643 3.398 -3.635  0.078
C29 -1.479 0.216 -5.514  -0.158
H34 -0.644 -0.490 -5.419  0.076
H35 -1.474 0.638 -6.528  0.077
H36 -2.426 -0.309 -5.335  0.067
H37 -1.743 -1.194 1.168  0.103
C30 1.490 -3.946 0.822  -0.100
O2 1.950 -3.302 -0.396  -0.286
P4 1.024 -2.268 -1.206  0.720
O3 1.782 -2.090 -2.613  -0.303
C31 3.204 -1.823 -2.647  -0.086
O4 -0.350 -3.036 -1.586  -0.308
C32 -0.620 -3.581 -2.898  -0.067
H38 0.392 -3.953 0.898  0.085
H39 1.906 -3.411 1.683  0.044
H40 1.864 -4.975 0.793  0.102
H41 3.374 -1.233 -3.552  0.096
H42 3.542 -1.239 -1.779  0.043
H43 3.748 -2.774 -2.706  0.103
H44 -0.812 -2.774 -3.618  0.078
H45 0.207 -4.227 -3.225  0.104
H46 -1.527 -4.182 -2.765  0.072

Force components x, y, z for each atom (eV/Å):
P -1.173 0.457 -0.258
C 0.516 0.257 0.858
C 0.606 -0.720 -0.108
H -0.045 -0.218 0.171
C 0.145 0.124 0.080
H 0.224 -0.200 -0.066
C 0.144 0.062 -0.348
H 0.093 0.054 -0.207
C 0.046 -0.030 0.356
H -0.237 0.172 -0.102
C -0.842 0.441 -0.187
H -0.252 -0.089 0.183
C 0.712 0.425 -0.359
C -0.303 -0.422 -0.335
H -0.211 0.061 -0.151
C 0.042 0.136 -0.209
H -0.088 -0.269 -0.150
C 0.147 -0.008 -0.014
H -0.020 -0.147 0.134
C 0.277 0.037 0.037
H 0.085 0.040 0.310
C -0.050 0.154 0.456
H -0.086 0.276 0.087
C 0.456 -0.616 -0.184
C 0.708 0.593 0.064
H 0.241 -0.164 -0.237
C 0.263 -0.100 -0.005
H 0.312 0.120 0.006
C -0.170 0.066 0.129
H -0.006 0.291 0.253
C -0.011 0.009 -0.087
H -0.321 -0.024 0.036
C -0.577 -0.477 -0.156
H -0.214 -0.233 -0.042
Sn 4.356 1.754 -0.709
C -0.214 -0.145 0.062
C 0.361 -0.155 0.122
H -0.299 0.005 0.018
C -1.267 -0.642 -0.694
O -0.167 0.469 0.312
H 0.018 0.244 -0.324
C 2.487 0.515 1.118
H 0.051 -0.182 -0.199
C -5.759 -1.665 -0.483
Cl -0.419 -0.238 0.436
Cl -0.311 0.230 -0.275
P 0.447 -0.144 0.211
C -0.058 0.085 -0.015
H -0.253 -0.113 0.148
H -0.072 0.256 -0.194
H 0.251 -0.186 -0.105
C 0.004 0.114 -0.077
H 0.217 0.082 0.176
H -0.195 0.044 0.228
H 0.015 -0.186 -0.277
C -0.128 0.020 0.070
H -0.001 0.297 -0.015
H 0.226 -0.039 0.217
H -0.110 -0.312 -0.227
P -0.550 -0.622 0.751
C 0.220 0.203 0.010
C -0.025 0.254 -0.300
H -0.233 0.159 -0.110
H 0.063 -0.327 -0.057
H 0.023 -0.060 0.279
H 0.126 0.084 -0.059
H -0.070 -0.019 0.201
H -0.052 -0.187 -0.132
C 0.009 -0.059 -0.285
H -0.208 0.186 0.024
H -0.021 -0.102 0.184
H 0.303 0.149 0.009
H 0.461 0.289 -0.006
C 0.027 -0.131 0.403
O -0.686 0.545 -0.716
P 0.331 -0.970 -0.084
O -0.792 -0.200 1.060
C 0.695 0.133 -0.143
O 0.935 0.852 -0.037
C -0.038 -0.429 -0.108
H 0.355 0.003 -0.161
H -0.080 -0.206 -0.318
H -0.124 0.300 -0.048
H 0.001 -0.187 0.184
H -0.229 -0.247 -0.226
H -0.202 0.279 0.043
H 0.152 -0.277 0.289
H -0.316 0.267 0.051
H 0.332 0.154 -0.180

***

# 3
Density functional theory data (ωB97M-V with the def2-TZVPD basis set) for a cluster of 2 separate species, C8H11NOS in total in a non-equilibrium geometry.

Summary:
HOMO energy (spin up / spin down)	-0.315 / -0.244	Ha
energy	-22841.7556	eV
E_LUMO (spin up / spin down)	0.7 / -1.2	eV

Each line ends with the natural charge from an NBO analysis.
Atoms and positions in Å:
C1 -2.131 2.290 -0.313  -0.451
C2 -2.513 1.062 0.121  0.124
C3 -0.421 0.574 -0.424  0.010
C4 2.345 -1.868 0.062  0.035
C5 2.624 -0.539 -0.404  0.395
C6 -3.856 0.668 0.632  -0.630
C7 0.943 -2.393 0.234  -0.655
C8 3.066 0.837 -0.290  -0.695
N1 -1.511 0.130 0.041  -0.534
O1 2.754 -1.514 -1.297  -0.432
S1 -0.475 2.273 -0.837  0.315
H1 -2.696 3.200 -0.362  0.232
H2 3.127 -2.405 0.596  0.185
H3 -4.381 0.076 -0.118  0.224
H4 -3.746 0.055 1.525  0.227
H5 -4.446 1.550 0.865  0.216
H6 0.888 -3.013 1.124  0.216
H7 0.679 -3.003 -0.630  0.232
H8 0.225 -1.576 0.301  0.259
H9 2.952 1.186 0.733  0.248
H10 2.467 1.476 -0.946  0.252
H11 4.107 0.936 -0.614  0.228

Force components x, y, z for each atom (eV/Å):
C 0.256 0.064 -0.074
C -0.107 0.751 -0.149
C 0.637 0.290 -0.080
C -0.232 -0.106 0.870
C -1.691 -0.287 0.186
C 0.056 0.017 -0.029
C 0.094 0.149 -0.033
C 0.372 0.300 -0.337
N 0.495 -0.847 0.044
O 0.466 0.331 -0.824
S -0.255 -0.435 0.183
H -0.239 0.125 0.037
H 0.052 -0.005 -0.107
H -0.080 -0.042 0.004
H -0.042 0.007 0.043
H -0.091 -0.012 0.016
H -0.045 -0.067 0.078
H 0.034 -0.096 -0.026
H 0.095 -0.201 0.030
H -0.004 -0.011 0.014
H 0.091 0.012 0.064
H 0.138 0.062 0.087

***

# 4
Density functional theory data (ωB97M-V with the def2-TZVPD basis set) for a structure of composition C23H28FN7O6ReS2Si in a non-equilibrium geometry.

Summary:
HOMO energy (spin up / spin down)	-0.518 / -0.517	Ha
energy	-81398.6720	eV
E_LUMO (spin up / spin down)	-8.1 / -7.5	eV
charge	+2
multiplicity	2

Each line ends with the Mulliken spin population.
Atoms and positions in Å:
Re1 -0.624 0.060 0.683  1.351
C1 0.794 4.069 1.781  -0.007
Si1 0.088 2.464 2.515  0.020
C2 1.467 1.143 2.605  0.013
C3 -0.877 2.444 4.158  -0.003
N1 -1.120 1.837 1.244  -0.297
C4 -2.224 2.556 0.917  -0.074
C5 -2.631 3.755 1.546  -0.055
C6 -3.789 4.408 1.177  0.032
C7 -4.602 3.912 0.164  -0.103
C8 -4.242 2.740 -0.491  0.043
C9 -3.083 2.109 -0.117  -0.046
F1 -2.710 0.971 -0.786  -0.004
H1 1.659 4.379 2.361  0.000
H2 0.093 4.899 1.774  0.000
H3 1.130 3.909 0.758  -0.002
H4 2.162 1.424 3.390  0.000
H5 2.041 1.084 1.682  0.002
H6 1.101 0.148 2.860  -0.010
H7 -0.463 3.180 4.839  -0.001
H8 -0.788 1.474 4.641  0.000
H9 -1.937 2.649 4.049  0.001
H10 -2.023 4.161 2.337  0.000
H11 -4.075 5.316 1.689  -0.001
H12 -5.506 4.432 -0.113  -0.003
H13 -4.847 2.317 -1.278  0.000
O1 2.839 1.122 -1.416  0.016
C10 1.710 0.692 -1.430  0.000
O2 0.969 0.584 -0.377  0.036
C11 1.079 0.211 -2.722  -0.005
C12 -0.205 -0.301 -2.707  0.080
C13 -0.791 -0.791 -3.862  0.011
C14 -0.112 -0.746 -5.071  0.001
C15 1.169 -0.212 -5.072  0.000
C16 1.785 0.255 -3.919  0.001
N2 1.911 -0.144 -6.341  0.000
O3 3.081 0.125 -6.260  0.000
O4 1.284 -0.361 -7.342  0.000
N3 -2.121 -1.351 -3.746  0.000
O5 -2.678 -1.732 -4.734  0.000
O6 -2.585 -1.405 -2.615  0.001
H14 -0.779 -0.327 -1.788  -0.065
H15 -0.554 -1.115 -5.987  0.000
H16 2.793 0.645 -3.949  0.000
C17 3.641 -5.217 2.282  0.000
C18 3.302 -3.998 1.515  -0.002
C19 4.228 -3.121 0.998  0.007
C20 3.792 -1.999 0.267  -0.005
N4 2.489 -1.750 0.136  0.012
C21 1.614 -2.575 0.655  0.013
S1 -0.076 -2.321 0.561  0.030
N5 1.995 -3.714 1.301  0.008
C22 4.755 -1.084 -0.368  0.000
H17 4.711 -5.271 2.460  0.000
H18 3.335 -6.112 1.739  0.000
H19 3.127 -5.227 3.244  0.000
H20 5.280 -3.299 1.143  0.000
H21 1.270 -4.344 1.638  0.000
H22 5.541 -0.811 0.333  0.000
H23 4.262 -0.191 -0.742  0.000
H24 5.247 -1.584 -1.204  0.000
N6 -3.802 -1.722 -0.039  0.002
C23 -3.712 -1.590 1.268  0.008
N7 -4.630 -2.120 2.065  0.002
S2 -2.467 -0.715 2.084  -0.017
H25 -4.575 -2.232 -0.445  0.000
H26 -3.132 -1.358 -0.708  0.008
H27 -5.433 -2.618 1.709  0.000
H28 -4.548 -2.017 3.066  0.001

Force components x, y, z for each atom (eV/Å):
Re -0.169 0.013 -1.288
C -0.389 -0.568 0.491
Si 0.334 -0.003 0.097
C -0.540 0.584 -0.435
C 0.433 0.144 -0.697
N 1.542 0.116 0.957
C -1.425 0.306 -0.801
C 0.110 -0.194 -0.081
C 0.048 0.066 0.079
C 0.218 -0.170 0.086
C 0.109 -0.196 -0.092
C 0.084 0.248 0.360
F 0.539 -0.126 0.473
H 0.139 0.031 0.116
H -0.096 0.053 0.032
H -0.002 -0.167 -0.064
H 0.074 0.105 0.311
H 0.057 0.054 -0.009
H -0.066 -0.228 0.144
H 0.084 0.174 0.166
H 0.114 -0.181 -0.025
H -0.151 0.096 -0.081
H 0.023 0.084 0.098
H 0.049 0.025 0.019
H -0.063 0.011 -0.037
H -0.033 -0.002 -0.113
O -0.439 0.059 0.202
C 0.957 -0.070 -1.930
O -2.020 -0.132 1.902
C -0.163 0.005 0.288
C -0.223 -0.035 0.079
C 1.200 0.560 0.012
C -0.172 -0.073 -0.097
C -0.290 0.002 0.755
C -0.027 -0.044 -0.076
N -0.220 -0.052 0.374
O 0.606 0.143 -0.112
O -0.239 -0.130 -0.613
N -0.014 -0.087 -0.140
O -0.177 -0.101 -0.278
O -0.479 -0.123 0.357
H 0.135 -0.110 -0.340
H -0.002 0.021 0.002
H -0.031 0.006 -0.044
C 0.009 -0.290 0.152
C 0.380 0.335 -0.281
C -0.317 -0.010 0.015
C 0.096 -0.719 0.448
N -0.042 0.174 -0.154
C 0.362 -0.223 0.115
S -0.757 -0.001 0.092
N 0.098 0.260 -0.143
C 0.185 0.354 -0.178
H 0.002 -0.005 -0.013
H 0.001 -0.022 -0.054
H -0.012 0.035 0.031
H 0.122 -0.074 0.031
H 0.125 0.159 0.018
H 0.084 -0.003 0.072
H 0.081 -0.081 0.083
H 0.021 -0.116 -0.038
N -0.225 -0.197 -0.164
C 0.285 -0.114 -0.101
N -0.176 -0.082 -0.021
S 0.115 0.463 -0.088
H 0.079 -0.010 -0.008
H 0.005 0.011 0.233
H 0.062 0.059 0.012
H -0.006 -0.013 -0.107